C4H6N2O | ωB97M-V/def2-TZVPD

Structure (XYZ):
```
13
C4H6N2O ωB97M-V/def2-TZVPD
N -1.85608 0.54698 -0.00184
C -0.43828 0.38422 0.03897
C 0.08111 -0.83975 -0.07204
O -0.50596 -2.04630 -0.21938
N 1.51479 -0.73330 -0.02751
C 1.91075 0.83341 0.24522
C 0.65704 1.35520 0.20210
H -2.12400 1.17291 -0.75644
H -2.18745 0.97263 0.85959
H -1.45912 -1.84055 -0.22909
H 1.97529 -1.36506 0.62786
H 1.94972 -0.86524 -0.94192
H 0.48217 2.42486 0.27448
```

For the LUMO energy, the calculation gives 0.6 eV. The calculation puts the frontier orbital gap at 8.4 eV. As for the HOMO energy: -7.86 eV. For the energy above the lowest of the compared OMol25 structures with the same formula, charge and spin, the calculation gives 401.2 kJ/mol. The energy is -9269.3433 eV. The molar mass is 98.105 g mol⁻¹. Its maximum force is 0.5 eV Å⁻¹. As for the net charge: 0.



C4H6N2O | ωB97M-V/def2-TZVPD

Structure (XYZ):
```
13
C4H6N2O ωB97M-V/def2-TZVPD
C -1.30291 -0.65371 0.01585
C 0.04491 -1.07999 0.47393
C 1.80778 0.52635 -0.83596
C 1.04591 -0.33017 0.02764
N -1.39466 0.85029 0.37926
N -0.41504 1.50559 0.45154
O 2.32266 -0.11177 0.39748
H -2.20494 -1.16477 0.48251
H -1.45810 -0.76931 -0.98281
H 0.26804 -1.64402 1.25999
H 2.21884 0.05271 -1.65047
H 1.43693 1.45212 -0.66880
H -2.36943 1.36670 0.64983
```

For the LUMO energy, the calculation gives 0.9 eV. The calculation puts the frontier orbital gap at 8.9 eV. As for the HOMO energy: -8.00 eV. For the energy above the lowest of the compared OMol25 structures with the same formula, charge and spin, the calculation gives 636.4 kJ/mol. The energy is -9266.9063 eV. The molar mass is 98.105 g mol⁻¹. Its maximum force is 4.1 eV Å⁻¹. As for the net charge: 0.



C4H6N2O | ωB97M-V/def2-TZVPD

Structure (XYZ):
```
13
C4H6N2O ωB97M-V/def2-TZVPD
N 1.59815 -0.74281 -0.13265
N 0.57005 0.16498 1.66024
C -0.30251 0.43358 0.51868
C 0.36698 -0.15099 -0.62926
C -0.01667 -0.22732 -1.90272
C -1.47012 1.05163 0.63420
O 1.51918 -0.81438 1.28283
H 1.89175 -1.65551 -0.44958
H 0.12473 -0.15480 2.51882
H 0.55089 -0.79034 -2.62497
H -2.08105 1.23145 -0.23062
H -0.90567 0.27864 -2.23278
H -1.84571 1.37586 1.58782
```

For the LUMO energy, the calculation gives 0.8 eV. The calculation puts the frontier orbital gap at 8.8 eV. As for the SMILES: C=C1NONC1=C. As for the HOMO energy: -8.05 eV. For the energy above the lowest of the compared OMol25 structures with the same formula, charge and spin, the calculation gives 504.2 kJ/mol. The energy is -9268.2760 eV. The molar mass is 98.105 g mol⁻¹. Its maximum force is 2.3 eV Å⁻¹. As for the net charge: 0.



Among the records above, which one has the highest maximum force? number 2



Copy entry 3 word for word.
C4H6N2O | ωB97M-V/def2-TZVPD

Structure (XYZ):
```
13
C4H6N2O ωB97M-V/def2-TZVPD
N 1.59815 -0.74281 -0.13265
N 0.57005 0.16498 1.66024
C -0.30251 0.43358 0.51868
C 0.36698 -0.15099 -0.62926
C -0.01667 -0.22732 -1.90272
C -1.47012 1.05163 0.63420
O 1.51918 -0.81438 1.28283
H 1.89175 -1.65551 -0.44958
H 0.12473 -0.15480 2.51882
H 0.55089 -0.79034 -2.62497
H -2.08105 1.23145 -0.23062
H -0.90567 0.27864 -2.23278
H -1.84571 1.37586 1.58782
```

For the LUMO energy, the calculation gives 0.8 eV. The calculation puts the frontier orbital gap at 8.8 eV. As for the SMILES: C=C1NONC1=C. As for the HOMO energy: -8.05 eV. For the energy above the lowest of the compared OMol25 structures with the same formula, charge and spin, the calculation gives 504.2 kJ/mol. The energy is -9268.2760 eV. The molar mass is 98.105 g mol⁻¹. Its maximum force is 2.3 eV Å⁻¹. As for the net charge: 0.